a.
A 2-piece molecular cluster, H4N2O2Si overall, computed with the ωB97M-V functional and the def2-TZVPD basis.

Orbital gap (spin up / spin down) (eV): 9.00 / 7.20
Lowest unoccupied orbital energy (spin up / spin down) (eV): -1.067 / -0.927
E_HOMO (spin up / spin down) (eV): -10.1 / -8.1

Geometry as ORCA input:
```
! wB97M-V def2-TZVPD RIJCOSX def2/J DEFGRID3
* xyz 0 1
N -0.8868 -1.0859 -0.7634
N 0.8044 1.2078 -0.1046
O 0.1530 1.9172 -0.8045
O 1.9990 1.4758 0.1385
Si 0.2221 -0.4142 0.3222
H -1.3527 -1.9171 -0.6033
H -1.2197 -0.6867 -1.6497
H 1.3251 -1.1040 0.7768
H -1.0443 0.6071 2.6879
*
```


b.
A 2-piece molecular cluster, H4N2O2Si overall, computed with the ωB97M-V functional and the def2-TZVPD basis.

Orbital gap (spin up / spin down) (eV): 8.05 / 8.29
Lowest unoccupied orbital energy (spin up / spin down) (eV): -1.107 / -0.923
SMILES: O=N[SiH]=O.N
E_HOMO (spin up / spin down) (eV): -9.2 / -9.2

Geometry as ORCA input:
```
! wB97M-V def2-TZVPD RIJCOSX def2/J DEFGRID3
* xyz 0 1
O -0.7887 1.7806 -0.0650
N -0.8917 0.6643 0.4084
Si -1.6543 -0.8336 -0.0062
O -3.1887 -0.8968 -0.0076
H -0.6014 -1.8280 -0.2105
N 1.5641 0.1342 0.1258
H 1.6512 1.1055 0.2692
H 2.5408 -0.1655 0.3185
H 1.3686 0.0393 -0.8327
*
```


Stability, highest: b


a.
C3H2S2 as an isolated structure, computed with the ωB97M-V functional and the def2-TZVPD basis.

Orbital gap (spin up / spin down) (eV): 7.15 / 7.15
Lowest unoccupied orbital energy (spin up / spin down) (eV): -1.666 / -1.667
E_HOMO (spin up / spin down) (eV): -8.8 / -8.8

Geometry as ORCA input:
```
! wB97M-V def2-TZVPD RIJCOSX def2/J DEFGRID3
* xyz 0 1
C 0.1810 0.2002 0.7628
C -0.5993 0.2949 -0.4782
C 0.6223 -0.7793 -0.3151
S -0.8990 -1.3885 -0.8587
S -0.0976 1.1206 -1.8533
H 0.8970 0.9287 0.9783
H -0.1045 -0.3765 1.7642
*
```


b.
One molecule with the formula C3H2S2, computed with the ωB97M-V functional and the def2-TZVPD basis.

Orbital gap (eV): 7.86
Lowest unoccupied orbital energy (eV): -0.928
SMILES: S=C=CC=S
E_HOMO (eV): -8.8

Geometry as ORCA input:
```
! wB97M-V def2-TZVPD RIJCOSX def2/J DEFGRID3
* xyz 0 1
S -2.8326 -0.7844 -0.0527
C -1.2819 -0.6495 -0.1407
C 0.0208 -0.5014 -0.0698
C 0.8981 0.6819 -0.0706
S 0.5452 2.2598 -0.0426
H 0.6752 -1.2669 0.2493
H 1.9751 0.2606 0.1272
*
```


Stability, highest: b


a.
C12H17N9O3Pt as an isolated structure, computed with the ωB97M-V functional and the def2-TZVPD basis.

Orbital gap (eV): 8.89
Lowest unoccupied orbital energy (eV): -6.592
E_HOMO (eV): -15.5

Geometry as ORCA input:
```
! wB97M-V def2-TZVPD RIJCOSX def2/J DEFGRID3
* xyz 2 1
Pt 0.7702 0.0604 -0.6087
C 2.6954 3.6950 0.5532
C 1.6384 4.5911 0.6023
C 0.3715 4.1523 0.2614
C 0.1800 2.8265 -0.0903
N 1.2038 1.9528 -0.0894
C 2.4381 2.3893 0.1994
C -1.0862 2.2676 -0.5766
C -2.2746 2.9676 -0.5470
C -3.4168 2.4009 -1.0929
C -3.3187 1.1461 -1.6584
C -2.1023 0.4868 -1.6366
N -0.9980 1.0195 -1.1035
H 3.7082 3.9989 0.7740
H 1.8032 5.6230 0.8803
H -0.4580 4.8424 0.2512
H 3.2470 1.6791 0.1176
H -2.3143 3.9483 -0.0981
H -4.3564 2.9360 -1.0772
H -4.1688 0.6625 -2.1176
H -1.9948 -0.4906 -2.0692
N 2.2834 -0.7938 0.5008
N 2.4518 -2.1604 0.2314
C 1.6166 -2.7828 -0.6272
N 1.7468 -4.0899 -0.7468
N 0.7655 -1.9729 -1.2729
N -0.0172 -2.5425 -2.2776
O 0.0901 -3.7238 -2.5302
O -0.8106 -1.7937 -2.7893
H 3.1904 -0.3398 0.4293
H 1.9047 -0.6902 1.4487
H 3.0611 -2.6841 0.8403
H 2.4411 -4.5890 -0.2154
H 1.2050 -4.5756 -1.4485
N -1.1128 -2.6614 3.3135
C -1.0652 -2.2551 2.0284
N -1.9989 -2.7776 1.1894
O -0.1986 -1.4679 1.6202
H -1.8216 -3.2772 3.6703
H -0.4427 -2.2805 3.9564
H -2.7660 -3.3341 1.5246
H -2.0901 -2.3630 0.2807
*
```


b.
C12H17N9O3Pt as an isolated structure, computed with the ωB97M-V functional and the def2-TZVPD basis.

Orbital gap (eV): 8.37
Lowest unoccupied orbital energy (eV): -6.016
E_HOMO (eV): -14.4

Geometry as ORCA input:
```
! wB97M-V def2-TZVPD RIJCOSX def2/J DEFGRID3
* xyz 2 1
Pt -0.0530 -0.1181 0.0773
C -3.2511 -2.8448 -0.0771
C -2.6961 -4.0826 0.1987
C -1.3618 -4.1534 0.5542
C -0.5863 -3.0044 0.6198
N -1.1369 -1.8028 0.3237
C -2.4424 -1.7344 -0.0082
C 0.8624 -3.0522 1.0006
C 1.4477 -4.2004 1.5193
C 2.7953 -4.1704 1.8443
C 3.5097 -3.0007 1.6505
C 2.8406 -1.8998 1.1443
N 1.5487 -1.9168 0.8239
H -4.2886 -2.7316 -0.3557
H -3.2922 -4.9826 0.1332
H -0.9125 -5.1112 0.7638
H -2.8149 -0.7443 -0.2310
H 0.8772 -5.1019 1.6780
H 3.2768 -5.0518 2.2456
H 4.5613 -2.9407 1.8916
H 3.3644 -0.9629 0.9871
N 0.9756 1.6149 -0.2846
N 1.6499 1.5421 -1.5169
C 1.3618 0.5222 -2.3755
N 1.9313 0.6005 -3.5612
N 0.5503 -0.4278 -1.8812
N 0.2858 -1.5662 -2.6800
O -0.3223 -2.4279 -2.1161
O 0.7450 -1.6287 -3.7953
H 0.2690 2.3564 -0.3003
H 1.6467 1.8243 0.4551
H 2.1428 2.3686 -1.8230
H 2.5029 1.3927 -3.8058
H 1.7565 -0.1342 -4.2356
N -1.4542 1.5345 3.7281
C -1.1345 0.5785 2.8577
N -1.2663 -0.7012 3.2059
O -0.7095 0.9364 1.7153
H -1.8226 1.3348 4.6421
H -1.3761 2.4940 3.4363
H -1.6122 -0.9721 4.1106
H -1.0349 -1.4194 2.5407
*
```


Stability, highest: a


a.
A 2-piece molecular cluster, C4H10NO3 overall, computed with the ωB97M-V functional and the def2-TZVPD basis.

Orbital gap (spin up / spin down) (eV): 10.34 / 6.93
Lowest unoccupied orbital energy (spin up / spin down) (eV): 0.652 / -2.818
E_HOMO (spin up / spin down) (eV): -9.7 / -9.7

Geometry as ORCA input:
```
! wB97M-V def2-TZVPD RIJCOSX def2/J DEFGRID3
* xyz 0 2
C 1.1632 -0.5424 1.0765
O 1.7793 0.6068 0.7590
C -0.3815 -0.4856 0.7485
C -0.6022 -0.6266 -0.7638
C -2.0739 -0.5869 -1.0846
O -2.6960 -1.5391 -1.4704
N -1.0089 0.7533 1.2192
H 1.5845 -1.4138 0.5617
H 1.2060 -0.7550 2.1565
H -0.8691 -1.3247 1.2412
H -0.0978 0.1928 -1.2806
H -0.1865 -1.5656 -1.1098
H -2.5667 0.3892 -0.9307
H -0.3380 1.5022 1.0656
H -1.0763 0.7200 2.2364
H 2.0396 2.3088 -1.7140
H 2.0202 1.0121 -0.8994
O 2.1040 1.3545 -1.8113
*
```


b.
A 2-piece molecular cluster, C4H10NO3 overall, computed with the ωB97M-V functional and the def2-TZVPD basis.

Orbital gap (spin up / spin down) (eV): 10.70 / 6.45
Lowest unoccupied orbital energy (spin up / spin down) (eV): 0.625 / -3.466
E_HOMO (spin up / spin down) (eV): -10.1 / -9.9

Geometry as ORCA input:
```
! wB97M-V def2-TZVPD RIJCOSX def2/J DEFGRID3
* xyz 0 2
O 2.0529 2.2680 0.7035
C 1.2551 1.5813 0.1353
C -0.0661 1.1190 0.7308
C 0.3029 0.0656 1.7805
N -1.0426 0.7764 -0.3155
C -0.6724 -0.3630 -1.2637
O -1.6112 -1.2926 -1.2909
H 1.4175 1.0776 -0.8292
H -0.6165 1.9341 1.2357
H 0.6878 0.4439 2.7074
H 0.6970 -0.8407 1.3086
H -0.6984 -0.4189 1.9825
H -1.9188 0.4201 0.0628
H -0.5556 0.1095 -2.2838
H 0.3199 -0.6773 -0.9237
H -0.0580 -2.6564 0.3093
H -0.8693 -2.4095 -0.9608
O -0.0856 -3.0515 -0.5832
*
```


Stability, highest: a